# 1
The following is a DFT calculation (the ωB97M-V functional and the def2-TZVPD basis) of a cluster of 3 separate species, H5O3 in total.

## Properties
maximum force = 0.6 eV/A
calculated total energy = -228.74629 Ha
energy relative to the best compared isomer or geometry (same formula, charge and spin) = 12.24 kJ/mol
orbital gap = 8.805 eV
total charge = -1
2S+1 = 1
LUMO = 4.9 eV
HOMO = -3.92 eV
M = 53.037 g/mol

Geometry (Å):
O: -0.66 0.45 -0.03
H: -0.77 1.17 -0.67
O: -0.37 -1.32 -1.99
H: 0.09 -2.02 -1.51
H: -0.48 -0.61 -1.25
O: 0.96 0.95 2.01
H: 1.12 0.01 1.91
H: 0.23 1.02 1.30

=====

# 2
The following is a DFT calculation (the ωB97M-V functional and the def2-TZVPD basis) of the molecule H5P3S at a distorted geometry.

## Properties
maximum force = 2.9 eV/A
structure (SMILES) = PP(#[PH2])S
calculated total energy = -1425.17485 Ha
energy relative to the best compared isomer or geometry (same formula, charge and spin) = 44.47 kJ/mol
orbital gap = 8.277 eV
total charge = 0
2S+1 = 1
LUMO = -0.5 eV
HOMO = -8.76 eV
M = 130.029 g/mol

Geometry (Å):
P: -1.37 1.54 -0.31
P: -0.79 -1.67 -0.24
P: -0.13 0.09 0.86
S: 2.08 0.07 -0.31
H: -0.61 2.58 0.06
H: -0.47 1.32 -1.50
H: 0.24 -2.58 0.28
H: -1.98 -1.65 0.51
H: 3.02 0.29 0.63

=====

# 3
The following is a DFT calculation (the ωB97M-V functional and the def2-TZVPD basis) of a cluster of 31 separate species, H62O31 in total at a distorted geometry.

## Properties
maximum force = 2.8 eV/A
calculated total energy = -2369.77605 Ha
energy relative to the best compared isomer or geometry (same formula, charge and spin) = 60.77 kJ/mol
orbital gap = 10.810 eV
total charge = 0
2S+1 = 1
LUMO = -0.1 eV
HOMO = -10.94 eV
M = 558.465 g/mol

Geometry (Å):
O: -2.96 -0.60 0.35
H: -2.84 -1.58 0.37
H: -3.43 -0.34 1.14
O: -2.98 -4.98 -2.00
H: -2.38 -4.29 -2.42
H: -2.47 -5.76 -2.22
O: 1.33 -2.59 -4.09
H: 1.57 -2.09 -4.92
H: 0.33 -2.53 -4.17
O: -2.78 -0.79 -4.27
H: -2.17 -0.02 -4.19
H: -3.17 -0.74 -5.13
O: 1.13 -1.57 0.30
H: 1.85 -1.38 -0.33
H: 1.58 -1.69 1.15
O: 2.78 2.80 -1.75
H: 2.06 3.19 -1.25
H: 2.37 2.45 -2.56
O: -4.70 0.43 -2.17
H: -4.26 0.07 -2.97
H: -4.28 0.13 -1.32
O: -0.62 1.00 3.13
H: 0.19 1.37 2.72
H: -0.46 0.02 3.23
O: -0.23 -4.16 2.35
H: -0.10 -3.88 1.46
H: 0.65 -4.23 2.77
O: -0.90 -1.84 3.97
H: -0.51 -2.17 4.77
H: -0.85 -2.48 3.22
O: -0.87 0.58 -0.95
H: -0.17 0.26 -0.31
H: -1.61 0.38 -0.37
O: -2.99 -3.34 0.39
H: -2.52 -3.83 1.06
H: -3.08 -4.01 -0.33
O: 2.72 -0.88 -2.21
H: 2.10 -1.44 -2.67
H: 2.33 0.00 -2.22
O: 4.40 -2.06 -4.98
H: 5.29 -2.41 -4.90
H: 4.14 -1.76 -4.11
O: 1.70 1.53 -4.06
H: 2.09 1.92 -4.88
H: 0.83 1.18 -4.33
O: -5.34 -2.61 -1.07
H: -4.59 -2.21 -0.56
H: -5.66 -1.86 -1.61
O: -1.02 1.02 -3.75
H: -0.81 0.71 -2.81
H: -1.44 1.92 -3.57
O: -2.50 2.72 2.00
H: -3.13 3.08 2.69
H: -1.90 2.07 2.36
O: -1.32 -2.73 -2.82
H: -1.98 -2.15 -3.31
H: -1.23 -2.42 -1.92
O: 2.67 6.38 -0.44
H: 2.87 6.93 -1.17
H: 3.33 5.67 -0.47
O: -3.00 2.97 -3.12
H: -3.69 2.40 -2.78
H: -2.81 3.48 -2.32
O: 2.75 -4.01 3.21
H: 3.13 -3.53 2.46
H: 2.61 -3.34 3.84
O: -3.42 -0.47 3.44
H: -3.94 -1.28 3.40
H: -2.53 -0.80 3.61
O: 1.34 -0.64 6.02
H: 2.16 -0.43 6.53
H: 1.02 0.29 5.77
O: 2.34 2.82 2.46
H: 1.96 3.44 1.83
H: 3.05 2.37 2.00
O: -1.63 3.32 -0.46
H: -2.32 3.04 0.18
H: -1.43 2.49 -0.91
O: 0.39 2.11 5.56
H: 0.90 2.72 5.00
H: -0.35 1.83 5.00
O: 4.23 0.94 2.09
H: 4.61 0.81 1.19
H: 4.93 1.23 2.64
O: 2.76 -1.24 3.72
H: 3.14 -0.42 3.36
H: 2.00 -0.97 4.33
O: 4.78 0.97 -0.80
H: 4.21 0.24 -1.04
H: 4.23 1.72 -1.14
O: 1.12 4.30 0.49
H: 0.17 4.07 0.52
H: 1.19 5.20 0.10

=====

> energy relative to the best compared isomer or geometry (same formula, charge and spin) of number 2 (H5P3S)?

44.47 kJ/mol

=====

> energy relative to the best compared isomer or geometry (same formula, charge and spin) of number 1 (H5O3)?

12.24 kJ/mol

=====

> Which formula does entry 2 have?

H5P3S

=====

> Among the records above, which one has the highest calculated total energy?

H5O3